1:
An isolated ion of composition C5H8NO and charge +1, computed with ωB97M-V with the def2-TZVPD basis set.

Summary:
Gap between HOMO and LUMO   8.7 eV
SMILES   C=[N+]=CC(=C)OC
Charge   +1
HOMO energy   -13.879 eV
2S+1   1
Lowest unoccupied orbital energy   -5.208 eV

The geometry in XYZ format:
```
15
C5H8NO (ωB97M-V with the def2-TZVPD basis set)
C 2.533 0.802 -0.030
N 2.027 -0.313 -0.036
C 1.112 -1.171 -0.122
C -0.321 -0.707 -0.069
C -1.191 -1.693 -0.076
O -0.433 0.610 -0.055
C -1.625 1.377 0.052
H 2.603 1.488 -0.868
H 3.063 1.040 0.892
H 1.474 -2.210 -0.236
H -2.213 -1.388 0.024
H -1.159 -2.766 0.087
H -1.385 2.467 0.342
H -2.282 1.053 0.942
H -2.202 1.412 -0.844
```



2:
A 2-piece molecular cluster, C5H8NO overall, computed with ωB97M-V with the def2-TZVPD basis set.

Summary:
Gap between HOMO and LUMO   8.5 eV
Charge   +1
HOMO energy   -14.087 eV
2S+1   1
Lowest unoccupied orbital energy   -5.561 eV

The geometry in XYZ format:
```
15
C5H8NO (ωB97M-V with the def2-TZVPD basis set)
C 2.101 -0.115 -0.288
C 1.104 -0.823 0.610
C -1.418 -0.659 0.089
C -0.108 -0.077 -0.073
C -0.378 1.360 -0.168
N 0.912 -0.894 -0.728
O -2.483 -0.051 0.275
H 2.141 0.828 -0.670
H 2.983 -0.677 -0.464
H 1.307 -1.172 1.590
H -1.170 -2.443 -0.012
H 0.326 2.051 0.275
H -1.334 1.525 0.336
H -0.701 1.747 -1.189
H -3.283 -0.601 0.416
```



3:
An isolated ion of composition C5H8NO and charge +1, computed with ωB97M-V with the def2-TZVPD basis set.

Summary:
Gap between HOMO and LUMO   12.0 eV
SMILES   C1[C@H]2[C@@H]3O[C@@H]3[NH2+][C@@H]12
Charge   +1
HOMO energy   -15.405 eV
2S+1   1
Lowest unoccupied orbital energy   -3.441 eV

The geometry in XYZ format:
```
15
C5H8NO (ωB97M-V with the def2-TZVPD basis set)
C -1.421 0.484 0.337
C -0.302 1.093 -0.406
C 0.992 1.035 0.291
O 1.958 0.203 -0.375
C 1.214 -0.528 0.509
N 0.238 -1.281 -0.171
C -0.735 -0.342 -0.745
H -1.412 0.026 1.354
H -2.481 0.918 0.312
H -0.500 1.857 -1.081
H 1.329 1.689 0.937
H 1.812 -1.124 1.240
H -0.324 -1.814 0.547
H 0.692 -1.642 -1.036
H -1.062 -0.572 -1.715
```



4:
An isolated ion of composition C5H8NO and charge +1, computed with ωB97M-V with the def2-TZVPD basis set.

Summary:
Gap between HOMO and LUMO   10.5 eV
SMILES   Cc1cc[n+](C)o1
Charge   +1
HOMO energy   -14.998 eV
2S+1   1
Lowest unoccupied orbital energy   -4.460 eV

The geometry in XYZ format:
```
15
C5H8NO (ωB97M-V with the def2-TZVPD basis set)
C 2.472 0.554 0.252
C 1.108 -0.099 0.278
C 0.687 -1.224 -0.363
C -0.729 -1.164 -0.450
N -1.096 0.005 0.084
C -2.439 0.594 0.140
O 0.029 0.629 0.592
H 3.265 0.240 1.080
H 2.967 0.473 -0.687
H 2.339 1.584 0.525
H 1.178 -2.002 -0.766
H -1.466 -1.757 -0.980
H -2.349 1.502 -0.494
H -3.100 -0.206 -0.338
H -2.865 0.872 1.128
```



Stability summary: most stable 4, least stable 2.



1:
A 2-piece molecular cluster, C6H10S3 overall, computed with ωB97M-V with the def2-TZVPD basis set.

Summary:
Gap between HOMO and LUMO   7.7 eV
HOMO energy   -8.489 eV
2S+1   1
Lowest unoccupied orbital energy   -0.803 eV

The geometry in XYZ format:
```
19
C6H10S3 (ωB97M-V with the def2-TZVPD basis set)
C -1.605 0.713 1.759
C -0.855 0.158 0.873
C 0.841 -2.349 0.503
C 0.426 -1.411 -0.604
C 0.145 -0.109 0.027
C -0.266 1.636 -1.459
S 1.152 1.115 -2.453
S -1.838 1.555 -1.936
S 0.276 2.912 -0.331
H -1.490 0.486 2.830
H 0.268 -2.285 1.453
H 0.764 -3.317 0.162
H 1.739 -1.984 0.862
H 1.093 -1.489 -1.584
H -0.652 -1.724 -0.977
H 1.026 0.496 0.212
H 2.011 1.620 -1.488
H -2.408 1.437 1.455
H -0.625 2.540 0.696
```



2:
C6H10S3 in the gas phase, computed with ωB97M-V with the def2-TZVPD basis set.

Summary:
Gap between HOMO and LUMO   8.8 eV
SMILES   C=CCSSSCC=C
HOMO energy   -8.293 eV
2S+1   1
Lowest unoccupied orbital energy   0.477 eV

The geometry in XYZ format:
```
19
C6H10S3 (ωB97M-V with the def2-TZVPD basis set)
C -3.376 -0.361 -1.056
C -2.168 0.075 -1.093
C -1.825 1.519 -1.150
S -1.053 2.219 0.427
S -1.117 0.753 1.821
S 0.134 -0.817 1.364
C 1.575 0.061 0.719
C 2.669 -0.997 0.460
C 3.842 -1.100 1.090
H -3.798 -1.398 -0.968
H -4.243 0.108 -1.340
H -1.194 -0.735 -0.878
H -2.821 2.030 -1.220
H -0.880 1.614 -2.078
H 1.254 0.520 -0.163
H 1.752 0.747 1.379
H 2.580 -2.007 -0.138
H 4.172 -0.400 1.995
H 4.497 -1.832 0.828
```



Stability summary: most stable 2, least stable 1.